No. 1
Here is a structure of composition C37H42N2O3P3S2W from OMol25. Energies are from ωB97M-V with the def2-TZVPD basis set.

```
90
Properties=species:S:1:pos:R:3:lowdin_spin:R:1
H -6.29 -3.36 0.30 0.000
O 2.75 3.05 2.82 0.010
H -0.04 7.57 -1.25 0.001
H -1.51 -4.29 -1.69 0.000
C 2.43 4.45 2.58 0.002
H 1.22 3.55 -2.05 0.006
C -0.06 -1.96 1.20 0.007
H 5.13 -1.95 0.25 0.000
H 1.86 -4.86 0.89 0.000
N -0.34 3.76 -0.71 0.024
C 3.05 -1.53 0.01 -0.001
H -1.75 6.62 0.30 0.000
C -0.12 6.50 -1.11 0.014
O 2.77 0.60 2.61 0.007
C -4.56 -2.41 1.15 0.000
H 0.92 -2.00 1.70 0.000
C -5.22 -3.42 0.45 0.000
C -2.71 -1.09 -3.03 -0.003
C -1.17 4.60 -0.08 0.014
C 3.07 5.26 3.68 0.000
O -2.15 1.37 -0.18 0.076
C 3.37 -2.39 -2.61 0.000
C 0.09 -4.46 -0.27 0.000
H -1.85 3.34 1.54 0.002
H -5.12 -1.58 1.55 0.000
H -0.68 -1.36 1.88 0.000
C 0.71 5.62 -1.79 -0.001
H 2.03 -6.11 -3.18 0.000
H 3.11 -5.84 -0.97 0.000
H -4.25 1.42 -2.08 0.000
H -0.93 1.57 -4.13 0.000
H -4.41 0.35 -0.69 0.000
H -5.01 -5.31 -0.52 0.000
C -1.23 0.72 -3.52 0.003
C -1.93 -1.49 -1.96 0.011
C -3.20 2.04 -0.35 0.018
H -2.24 -2.32 -1.36 0.001
C -2.37 0.00 -3.81 0.012
H 2.12 1.08 4.54 0.000
H 4.23 0.23 5.63 0.000
C 1.40 -4.92 -0.09 0.000
C -3.20 -2.49 1.36 0.000
W -0.05 1.53 -0.20 2.497
C 1.50 -5.64 -2.37 0.000
C -1.07 5.98 -0.24 -0.001
H 1.29 -1.99 -2.86 0.000
H 2.65 4.99 4.64 0.000
H -2.72 -1.69 1.91 0.000
C 2.13 -1.97 -2.17 -0.002
H 4.14 5.10 3.70 0.000
H 1.46 5.96 -2.49 0.000
C 1.96 -1.54 -0.86 0.003
C -2.26 4.02 0.79 0.004
P 2.09 1.88 2.01 0.027
C 4.45 -2.39 -1.74 -0.002
H -2.99 0.28 -4.65 0.001
C 0.57 4.27 -1.55 0.023
C -2.45 -3.56 0.86 0.000
H 4.86 -0.23 4.05 0.000
H 1.34 4.55 2.57 0.002
C 4.29 -1.96 -0.43 0.001
H 2.37 -0.64 4.18 0.000
H 2.83 4.70 1.59 0.001
H 0.55 0.83 -2.34 0.016
C 2.79 0.36 4.07 0.001
C -0.75 -0.81 -1.67 0.007
S 2.40 1.93 0.04 0.065
S 0.08 1.85 2.23 0.069
H -4.15 3.79 -0.17 0.001
H 2.89 6.31 3.50 0.000
C -4.38 1.39 -0.99 0.002
H -2.61 -5.46 -0.14 0.000
H 4.59 1.48 4.44 0.000
H -2.76 4.82 1.34 0.000
P -0.67 -3.74 1.24 0.002
C -4.50 -4.51 0.00 0.000
C -0.43 0.32 -2.45 0.035
H 3.50 -2.73 -3.62 0.000
H 2.95 -1.16 1.02 0.000
C 4.21 0.47 4.57 0.000
H 5.42 -2.72 -2.08 0.000
H -5.32 1.88 -0.74 0.000
C -0.49 -4.60 -1.52 0.000
N -3.29 3.31 0.04 0.012
P 0.37 -0.94 -0.25 0.032
C -3.14 -4.59 0.21 0.000
H -3.61 -1.65 -3.25 0.000
H -0.28 -5.33 -3.52 0.000
C 0.20 -5.20 -2.56 0.000
C 2.10 -5.49 -1.13 0.000
```

Energy relative to the best compared isomer or geometry (same formula, charge and spin), kcal/mol: 1.3
Total charge: +2
2S+1: 4
Strongest force on any atom, eV Å⁻¹: 0.5


No. 2
Here is a structure of composition C37H42N4OsP3S from OMol25. Energies are from ωB97M-V with the def2-TZVPD basis set.

```
88
Properties=species:S:1:pos:R:3:lowdin_charge:R:1
C 2.99 1.58 0.01 -0.391
H 0.23 -1.67 4.77 0.139
C 3.34 -0.76 -2.66 -0.066
H -3.07 -1.88 3.30 0.098
H -3.68 -2.49 -3.45 0.141
C 0.22 -0.49 3.12 -0.759
H 5.46 4.35 1.13 0.126
H 0.87 -2.35 -0.97 0.096
C 2.99 -3.76 1.26 -0.040
H 3.26 -4.73 1.67 0.123
C 4.36 1.41 -0.16 -0.073
H -3.45 0.24 2.54 0.033
N -0.76 -1.27 2.58 0.041
C 4.77 3.58 0.81 -0.029
H -1.53 4.22 1.04 0.097
H 0.14 4.32 -0.80 0.055
C -2.59 -2.89 1.44 -0.160
H 3.03 4.70 1.37 0.119
H -0.22 -0.06 -2.83 0.064
C -2.12 -1.51 -0.62 -0.210
H 0.90 3.34 -2.06 0.039
C -1.56 2.54 3.37 -0.239
H 3.85 -0.50 1.50 0.104
H -3.25 4.04 1.38 0.117
C -2.40 3.57 0.89 -0.377
C 3.30 0.09 -4.92 -0.029
C -3.68 -3.91 3.35 -0.032
C -2.69 -4.13 0.75 -0.018
C 2.32 -1.27 0.20 -0.407
H -2.26 -4.23 -0.24 0.120
S 0.89 0.81 2.31 0.809
C -3.07 -2.11 -1.42 0.041
N 0.61 -0.84 4.34 0.150
H 1.46 -4.55 -0.03 0.117
C -1.98 -1.77 0.79 -0.137
H -1.53 1.70 4.06 0.057
H -1.70 -1.26 -4.38 0.140
C 5.25 2.40 0.25 -0.028
C 3.65 -2.62 1.69 -0.040
H -3.28 -6.17 0.84 0.126
H 1.45 2.94 0.67 0.036
C -2.96 -2.01 -2.81 0.021
C 3.84 -0.75 -3.96 -0.028
C 3.40 3.77 0.95 -0.048
C 1.98 -3.66 0.31 -0.049
H 3.70 0.09 -5.92 0.126
C -1.04 -0.63 -2.45 -0.153
C 2.23 0.92 -4.59 -0.041
C -3.09 -2.82 2.76 -0.017
H -4.22 -5.98 3.12 0.128
H -2.80 1.30 -2.85 0.060
H 0.92 1.58 -3.06 0.050
H -3.88 -2.67 -0.97 0.140
C -3.60 1.15 1.96 -0.203
C -3.76 -5.12 2.65 -0.009
C 1.65 -2.42 -0.22 -0.109
H 1.80 1.57 -5.35 0.121
H -1.31 1.76 -3.70 0.057
P -1.25 2.41 -1.33 0.762
P 1.85 0.31 -0.57 0.946
H 3.77 -1.43 -1.93 0.114
N -1.10 -0.91 1.37 -0.155
C -2.64 3.34 -0.58 -0.383
H 1.36 -0.35 4.81 0.124
C 3.32 -1.38 1.16 -0.089
Os -0.42 0.79 0.29 0.887
H 4.45 -2.70 2.42 0.122
H -0.48 4.39 -2.46 0.080
H 4.66 -1.41 -4.21 0.126
C -0.05 3.73 -1.70 -0.207
C -3.25 -5.23 1.36 -0.032
C 1.74 0.92 -3.30 -0.132
P -2.02 1.99 1.71 0.735
C -1.89 -1.32 -3.32 0.006
C -2.03 2.06 -2.94 -0.209
H -4.06 0.89 1.01 0.057
H -2.76 4.28 -1.12 0.113
H -4.28 1.80 2.52 0.077
H -3.55 2.75 -0.74 0.097
C 2.52 2.78 0.56 -0.181
N -1.16 -0.68 -1.12 -0.066
H 4.75 0.52 -0.63 0.114
C 2.29 0.10 -2.32 -0.350
H 6.31 2.25 0.13 0.126
H -2.32 3.24 3.71 0.078
H -2.49 3.00 -3.25 0.080
H -0.58 3.03 3.37 0.044
H -4.09 -3.84 4.34 0.124
```

Total charge: +3
Energy, a.u.: -3166.22421
Strongest force on any atom, eV Å⁻¹: 3.7